{
  "formula": "C40H44BrKN4O10P2S4",
  "method": "ωB97M-V/def2-TZVPD",
  "homo_lumo_gap_ha": 0.2246,
  "homo_energy_ev": -2.56,
  "total_charge": -2,
  "species": ["K", "O", "S", "C", "C", "C", "C", "S", "O", "C", "C", "C", "C", "C", "C", "C", "C", "C", "C", "C", "C", "H", "H", "H", "H", "H", "H", "H", "H", "H", "H", "H", "H", "H", "H", "H", "H", "H", "H", "S", "C", "N", "C", "C", "N", "C", "C", "C", "C", "C", "C", "C", "C", "S", "C", "C", "C", "C", "C", "C", "C", "H", "H", "H", "H", "H", "H", "H", "H", "H", "H", "H", "H", "H", "H", "H", "H", "H", "H", "O", "P", "O", "O", "O", "P", "O", "O", "O", "H", "H", "N", "C", "O", "C", "C", "C", "C", "N", "C", "H", "H", "H", "H", "H", "H", "Br"],
  "coordinates": [[0.66655, -0.53684, 0.12038], [1.82689, 1.73013, -0.06539], [2.39169, 2.81790, -0.90829], [1.18844, 3.03364, -2.29116], [-0.09802, 3.83267, -2.11369], [-1.05899, 3.36738, -1.02036], [-1.84189, 2.09637, -1.32445], [-2.31343, 1.25638, 0.23059], [-1.06058, 1.29822, 1.03669], [-3.32721, 2.59524, 0.87767], [-2.81144, 3.37274, 1.89964], [-3.58696, 4.39859, 2.42394], [-4.86152, 4.63382, 1.92801], [-5.37454, 3.83472, 0.91201], [-4.60948, 2.80362, 0.38872], [2.06496, 4.34004, -0.02030], [2.47902, 5.55565, -0.54071], [2.24123, 6.71610, 0.17882], [1.61146, 6.64854, 1.41605], [1.22682, 5.42045, 1.93595], [1.45701, 4.25442, 1.21960], [0.99478, 1.99093, -2.55943], [1.77621, 3.46241, -3.10767], [-0.61283, 3.84069, -3.08272], [0.16854, 4.87120, -1.90405], [-1.76577, 4.17665, -0.82171], [-0.49864, 3.20312, -0.09912], [-1.26100, 1.33615, -1.85225], [-2.75720, 2.26922, -1.89495], [-1.81765, 3.15262, 2.27233], [-3.19186, 5.01103, 3.22485], [-5.46402, 5.43381, 2.34075], [-6.37549, 4.00845, 0.53666], [-5.00700, 2.15793, -0.38672], [3.00831, 5.59211, -1.48629], [2.56784, 7.67124, -0.21414], [1.44115, 7.55504, 1.98456], [0.76232, 5.36022, 2.91265], [1.18652, 3.28015, 1.61205], [1.69094, 0.79401, 3.14028], [0.94694, 0.18417, 4.46260], [1.41728, -0.79173, 5.27403], [0.47149, -1.48277, 6.13930], [-0.85437, -1.59316, 5.41113], [-1.32116, -0.23588, 5.13664], [-2.72391, 0.08409, 5.37563], [-3.64606, -0.90591, 4.71505], [-3.65134, -1.03304, 3.32877], [-4.51063, -1.93162, 2.71318], [-5.36423, -2.71260, 3.48340], [-5.35720, -2.59874, 4.86637], [-4.49703, -1.69712, 5.47887], [-0.41551, 0.71268, 4.86882], [-0.68157, 2.33751, 4.97952], [2.77399, -1.32412, 5.16340], [2.80888, -2.76411, 4.71408], [3.31079, -3.75578, 5.54804], [3.33720, -5.08193, 5.13370], [2.85455, -5.42325, 3.88004], [2.34621, -4.43910, 3.04003], [2.32474, -3.11692, 3.45547], [0.33389, -0.93679, 7.08031], [0.86865, -2.47180, 6.36447], [-1.60047, -2.08680, 6.03328], [-0.74590, -2.16972, 4.48801], [-2.87730, 1.08944, 4.98863], [-2.91129, 0.11873, 6.45582], [-2.97247, -0.45620, 2.70733], [-4.50115, -2.01270, 1.63193], [-6.03047, -3.41685, 3.00036], [-6.01778, -3.21105, 5.46902], [-4.48985, -1.59999, 6.56013], [3.25482, -1.23219, 6.14268], [3.30635, -0.68508, 4.46114], [3.69241, -3.48530, 6.52729], [3.73479, -5.84548, 5.79160], [2.87183, -6.45523, 3.55285], [1.95687, -4.69161, 2.06395], [1.93743, -2.34840, 2.79618], [-1.61435, -1.39929, -1.76844], [-2.14768, -2.37564, -0.59080], [-3.60742, -2.57019, -0.65723], [-1.50723, -1.91253, 0.70920], [-1.36322, -3.77449, -0.96510], [0.26734, -3.80772, -0.86933], [0.48669, -3.62601, 0.71825], [0.82769, -5.08735, -1.35602], [0.72475, -2.53834, -1.56690], [-0.68117, -1.72855, -1.92345], [-0.25159, -3.00147, 0.97148], [3.59670, -4.69718, -2.57378], [4.78848, -4.14608, -2.26177], [5.85515, -4.62730, -2.63478], [4.75591, -2.89744, -1.43266], [5.82861, -2.61913, -0.59407], [5.77935, -1.49279, 0.20392], [4.65280, -0.67984, 0.14540], [3.62656, -0.92293, -0.66820], [3.68990, -2.00325, -1.45184], [3.64228, -5.58152, -3.05156], [2.72543, -4.51730, -2.07930], [6.67713, -3.29195, -0.58716], [6.59323, -1.23081, 0.86664], [4.58196, 0.22207, 0.74867], [2.83666, -2.17698, -2.09376], [5.21072, 3.11124, 1.09025]],
  "atomic_forces_ev_per_a": [[0.5, 0.1, 0.2], [-0.1, 0.1, -0.1], [0.1, 0.0, 0.0], [0.0, 0.0, 0.0], [0.0, 0.0, 0.0], [0.0, 0.0, 0.0], [0.0, 0.0, 0.0], [0.0, 0.1, -0.2], [-0.2, -0.2, 0.3], [0.0, 0.0, 0.0], [0.0, 0.0, 0.0], [0.0, 0.0, 0.0], [0.0, 0.0, 0.0], [0.0, 0.0, 0.0], [0.0, 0.0, 0.0], [0.0, 0.0, 0.0], [0.0, 0.0, 0.0], [0.0, 0.0, 0.0], [0.0, 0.0, 0.0], [0.0, 0.0, 0.0], [0.0, 0.0, 0.0], [0.0, 0.0, 0.0], [0.0, 0.0, 0.0], [0.0, 0.0, 0.0], [0.0, 0.0, 0.0], [0.0, 0.0, 0.0], [0.0, 0.0, 0.0], [0.0, 0.0, 0.0], [0.0, 0.0, 0.0], [0.0, 0.0, 0.0], [0.0, 0.0, 0.0], [0.0, 0.0, 0.0], [0.0, 0.0, 0.0], [0.0, 0.0, 0.0], [0.0, 0.0, 0.0], [0.0, 0.0, 0.0], [0.0, 0.0, 0.0], [0.0, 0.0, 0.0], [0.0, 0.0, 0.0], [0.1, 0.1, 0.0], [0.1, 0.0, 0.1], [-0.1, -0.1, -0.1], [0.0, 0.0, 0.0], [0.0, 0.0, 0.0], [0.0, 0.0, 0.0], [0.0, 0.0, 0.1], [0.1, 0.0, 0.0], [-0.1, -0.1, -0.1], [0.0, 0.1, -0.1], [0.0, 0.0, 0.0], [0.0, 0.0, 0.0], [0.0, 0.0, 0.0], [0.0, 0.0, -0.1], [0.0, 0.1, 0.0], [0.0, 0.0, 0.1], [0.0, 0.0, -0.1], [0.0, 0.0, 0.0], [0.0, 0.0, 0.0], [0.0, 0.0, 0.0], [0.0, -0.1, 0.0], [0.0, 0.0, 0.1], [0.0, 0.0, 0.0], [0.0, 0.0, 0.0], [0.0, 0.0, 0.0], [0.0, 0.0, 0.0], [0.0, 0.0, 0.0], [0.0, 0.0, 0.0], [0.1, 0.0, 0.1], [0.1, -0.1, 0.0], [0.0, 0.0, 0.0], [0.0, 0.0, 0.0], [0.0, 0.0, 0.0], [0.0, 0.0, 0.0], [0.0, 0.0, 0.0], [0.0, 0.0, 0.0], [0.0, 0.0, 0.0], [0.0, 0.0, 0.0], [0.0, 0.0, 0.0], [0.0, 0.0, 0.0], [0.0, -0.1, 0.1], [0.0, -0.1, 0.3], [-0.1, 0.1, 0.0], [-0.2, -0.1, 0.0], [0.0, 0.0, 0.0], [0.0, 0.1, -0.4], [-0.1, 0.0, -0.2], [0.1, -0.1, 0.2], [-0.1, -0.1, 0.0], [-0.1, 0.1, -0.2], [0.0, 0.0, 0.2], [-0.1, -0.1, 0.0], [0.1, 0.1, 0.0], [0.0, 0.0, 0.0], [-0.1, 0.0, 0.0], [0.0, 0.0, 0.0], [0.0, 0.0, 0.0], [-0.1, 0.2, 0.0], [-0.1, -0.2, -0.2], [0.1, -0.2, 0.2], [0.0, 0.0, 0.0], [0.0, 0.0, 0.0], [0.0, 0.0, 0.0], [0.0, 0.0, 0.0], [0.0, 0.0, 0.0], [0.0, 0.0, 0.0], [0.0, 0.0, 0.0]],
  "mulliken_charge": [0.68, -0.07, 0.00, -1.00, -1.07, 0.43, -0.87, 0.58, 0.23, 0.23, -0.23, -0.81, -0.47, -0.72, -0.65, 0.59, -0.76, -0.47, -0.50, -0.83, -0.17, 0.45, 0.54, 0.47, 0.37, 0.34, -0.37, 0.47, 0.62, 0.27, 0.46, 0.37, 0.40, 0.48, 0.38, 0.37, 0.36, 0.48, 0.37, 0.02, -0.16, 0.25, -0.79, -0.56, 0.27, -1.11, 0.14, 0.19, -0.80, -0.60, -0.59, -0.39, 0.08, -0.32, -1.51, 0.36, -0.31, -0.54, -0.62, -0.76, 0.01, 0.30, 0.47, 0.60, 0.08, 0.43, 0.24, 0.67, 0.51, 0.40, 0.35, 0.35, 0.33, 0.54, 0.33, 0.35, 0.41, 0.56, 0.68, -0.47, 0.43, -0.83, -0.69, -0.52, 1.25, -0.19, -0.95, -0.78, 0.52, 0.38, -0.25, 0.17, -0.71, 0.31, -0.37, -0.89, -0.11, -0.03, -0.62, 0.19, 0.20, 0.45, 0.45, 0.27, 0.80, -0.86]
}

---

{
  "formula": "C40H45AsIrO4P2S2",
  "method": "ωB97M-V/def2-TZVPD",
  "homo_lumo_gap_ha": [0.2005, 0.2253],
  "homo_energy_ev": [-5.02, -7.60],
  "spin_multiplicity": 6,
  "s_squared": 8.81,
  "species": ["Ir", "C", "C", "O", "P", "S", "S", "O", "C", "C", "H", "H", "H", "H", "H", "H", "H", "H", "H", "H", "O", "C", "C", "C", "C", "C", "C", "C", "P", "C", "C", "C", "C", "C", "C", "C", "C", "C", "C", "C", "C", "H", "H", "H", "H", "H", "H", "H", "H", "H", "H", "H", "H", "H", "H", "C", "C", "O", "C", "C", "C", "C", "C", "C", "H", "H", "H", "H", "H", "H", "H", "H", "C", "As", "C", "C", "C", "C", "C", "C", "C", "C", "H", "H", "H", "H", "H", "H", "H", "H", "H", "H", "H", "H", "H"],
  "coordinates": [[-0.38248, -0.60588, 0.53317], [-0.59227, 5.93609, 1.96949], [-0.70713, 4.62952, 2.71745], [-0.04004, 3.62103, 1.94245], [0.23673, 2.10589, 2.40367], [1.56098, -0.15372, 1.54495], [-1.47223, 1.01336, 2.08758], [0.42811, 2.42078, 3.98742], [0.67349, 1.43937, 4.99059], [1.69028, 1.98626, 5.96654], [-1.09015, 6.72961, 2.52935], [-1.05652, 5.85986, 0.98673], [0.45370, 6.21206, 1.83621], [-1.75441, 4.33738, 2.83795], [-0.25292, 4.69066, 3.70532], [1.03427, 0.51582, 4.53202], [-0.27657, 1.22350, 5.48581], [2.60432, 2.26163, 5.44036], [1.93826, 1.23564, 6.71853], [1.30256, 2.86897, 6.47538], [0.21883, 1.79959, -0.66625], [-0.74565, 1.04267, -0.80536], [-1.92560, 1.09010, -1.55573], [-2.38492, 2.27606, -2.20546], [-3.57575, 2.26481, -2.87916], [-4.35852, 1.09541, -2.97973], [-3.89997, -0.07760, -2.39856], [-2.71875, -0.09252, -1.67675], [-1.78246, -1.52164, -1.13907], [-1.14456, -2.11263, -2.74399], [-0.00494, -1.49629, -3.24866], [0.44990, -1.79535, -4.52528], [-0.23482, -2.70990, -5.31115], [-1.39088, -3.30585, -4.82292], [-1.85026, -3.00450, -3.54979], [-2.96568, -2.80886, -0.64485], [-2.69484, -4.15736, -0.86575], [-3.62550, -5.12560, -0.52030], [-4.82522, -4.75781, 0.07202], [-5.09032, -3.41736, 0.31979], [-4.16880, -2.44542, -0.04267], [-1.78903, 3.17686, -2.13492], [-3.92295, 3.17756, -3.34865], [-5.29191, 1.10960, -3.52538], [-4.46700, -0.99494, -2.52149], [0.53013, -0.77947, -2.64270], [1.34166, -1.30531, -4.89830], [0.12061, -2.95015, -6.30519], [-1.94438, -4.00350, -5.43866], [-2.76462, -3.46605, -3.20104], [-1.75201, -4.45823, -1.31255], [-3.40525, -6.16977, -0.70480], [-5.55367, -5.51244, 0.33987], [-6.02275, -3.12340, 0.78457], [-4.38548, -1.39897, 0.13570], [4.54297, -1.45511, -1.12974], [3.49405, -0.70087, -1.90798], [2.34111, -0.68328, -1.53220], [3.86888, 0.01640, -3.16187], [2.98976, 0.98625, -3.64571], [3.27202, 1.63938, -4.83291], [4.42166, 1.31990, -5.54570], [5.29777, 0.35735, -5.06691], [5.02718, -0.28863, -3.86910], [4.20754, -1.53923, -0.09801], [5.51800, -0.97281, -1.17536], [4.64325, -2.46191, -1.54467], [2.10284, 1.22008, -3.06925], [2.59567, 2.39815, -5.20441], [4.63745, 1.82826, -6.47684], [6.19184, 0.11178, -5.62491], [5.71118, -1.04016, -3.49636], [-1.74256, -3.92349, 2.39616], [-0.51021, -2.42389, 2.26168], [-0.62527, -1.79515, 4.09986], [1.12816, -3.52470, 2.22597], [1.11681, -4.35973, 0.97652], [0.82124, -5.71974, 1.02430], [0.72950, -6.47082, -0.13958], [0.93474, -5.87144, -1.37416], [1.24434, -4.51884, -1.43396], [1.33619, -3.76882, -0.26959], [-1.47506, -4.44892, 3.31434], [-1.62672, -4.58884, 1.55268], [-2.77581, -3.58507, 2.45378], [0.31084, -2.00263, 4.61779], [-1.43581, -2.32605, 4.59593], [-0.82619, -0.72818, 4.10070], [1.12512, -4.14728, 3.12231], [1.98512, -2.85297, 2.25930], [0.65391, -6.19533, 1.98457], [0.49885, -7.52730, -0.08013], [0.85950, -6.45322, -2.28416], [1.40247, -4.03750, -2.39150], [1.57732, -2.71322, -0.33544]],
  "atomic_forces_ev_per_a": [[-0.6, -0.9, 0.1], [0.0, 0.0, 0.0], [-0.2, -0.1, -0.1], [0.2, 0.1, 0.0], [0.0, 0.2, -0.1], [0.6, 0.5, 0.1], [-0.3, -0.1, 0.2], [-0.1, 0.2, 0.2], [0.0, -0.1, -0.1], [0.0, 0.0, 0.0], [0.0, 0.0, 0.0], [0.0, 0.0, 0.0], [0.0, 0.0, 0.0], [0.0, 0.0, 0.0], [0.0, 0.0, 0.0], [0.1, 0.0, 0.0], [0.0, -0.1, 0.0], [0.0, 0.0, 0.0], [0.0, 0.0, 0.0], [0.0, 0.0, 0.0], [0.1, 0.1, 0.0], [0.2, -0.2, -0.2], [-0.1, 0.0, 0.1], [0.0, 0.0, 0.0], [0.0, 0.0, 0.0], [0.0, 0.1, 0.0], [0.0, -0.1, 0.0], [0.0, 0.1, -0.1], [-0.5, 0.2, 0.2], [0.1, 0.0, 0.1], [0.0, 0.0, 0.0], [0.0, 0.0, 0.0], [0.0, 0.0, 0.0], [0.0, 0.0, 0.0], [0.0, 0.0, -0.1], [-0.1, 0.0, -0.1], [0.1, -0.1, 0.1], [0.1, 0.0, 0.1], [0.0, 0.0, 0.0], [0.0, 0.0, 0.0], [0.0, 0.0, 0.1], [0.0, 0.0, 0.0], [0.0, 0.0, 0.0], [0.0, 0.0, 0.0], [0.0, 0.0, 0.0], [0.0, 0.0, 0.0], [0.0, 0.0, 0.0], [0.0, 0.0, 0.0], [0.0, 0.0, 0.0], [0.0, 0.0, 0.0], [0.0, 0.0, 0.1], [0.0, 0.0, 0.0], [0.0, 0.0, 0.0], [0.0, 0.0, 0.0], [0.0, 0.0, 0.0], [0.0, 0.0, 0.0], [0.0, 0.0, 0.1], [0.2, -0.1, 0.1], [-0.1, 0.0, 0.0], [0.1, 0.0, 0.0], [0.0, 0.0, 0.0], [0.0, 0.0, 0.0], [0.0, 0.0, 0.0], [0.0, 0.0, 0.0], [0.0, 0.0, 0.0], [0.0, 0.0, 0.0], [0.0, 0.0, 0.0], [0.0, 0.0, 0.0], [0.0, 0.0, 0.0], [0.0, 0.0, 0.0], [0.0, 0.0, 0.0], [0.0, 0.0, 0.0], [-0.2, 0.2, 0.0], [0.2, -0.1, -0.2], [0.1, 0.0, 0.0], [-0.1, 0.0, 0.0], [0.0, 0.0, 0.0], [0.0, 0.0, 0.0], [0.0, 0.0, 0.0], [0.0, 0.0, 0.0], [0.0, 0.0, 0.0], [0.0, 0.0, 0.0], [0.0, 0.0, 0.0], [0.0, -0.1, -0.2], [0.0, 0.0, 0.0], [0.0, 0.0, 0.0], [0.0, 0.0, 0.0], [0.0, 0.0, 0.0], [0.0, 0.0, 0.0], [0.0, 0.0, 0.0], [0.0, 0.0, 0.0], [0.0, 0.0, 0.0], [0.0, 0.0, 0.0], [0.0, 0.0, 0.0], [0.0, 0.1, 0.0]],
  "lowdin_spin": [1.10, 0.00, 0.02, 0.07, 0.28, 1.20, 0.26, 0.06, 0.01, 0.00, 0.00, 0.00, 0.00, 0.00, 0.00, 0.01, 0.00, 0.00, 0.00, 0.00, 0.64, 0.41, 0.13, 0.11, 0.01, 0.16, 0.00, 0.14, 0.08, 0.02, 0.01, 0.00, 0.00, 0.00, 0.00, 0.00, 0.00, 0.00, 0.00, 0.00, 0.00, 0.01, 0.00, 0.01, 0.00, 0.01, 0.00, 0.00, 0.00, 0.00, 0.00, 0.00, 0.00, 0.00, 0.00, 0.00, 0.00, 0.03, 0.00, 0.00, 0.00, 0.00, 0.00, 0.00, 0.00, 0.00, 0.00, 0.00, 0.00, 0.00, 0.00, 0.00, 0.01, 0.08, 0.02, 0.03, 0.00, 0.00, 0.00, 0.00, 0.00, 0.02, 0.00, 0.00, 0.00, 0.00, 0.00, 0.00, 0.00, 0.01, 0.00, 0.00, 0.00, 0.00, 0.02]
}

---

For reference, energy above the lowest of the compared OMol25 structures with the same formula, charge and spin by record: 0.000 0.571 eV.